[1]
A structure of composition C34H105BO17Pd in a non-equilibrium geometry, computed with ωB97M-V/def2-TZVPD.

As for the HOMO energy (spin up / spin down): -7.56 / -7.41 eV.

Structure (ORCA input):
```
! wB97M-V def2-TZVPD RIJCOSX def2/J DEFGRID3
* xyz 0 3
H -1.5491 -0.4894 -3.6213
H 3.7461 1.7375 -5.0311
H -0.9601 7.7797 0.7299
H 1.4911 1.3429 1.9832
O -1.3998 4.8596 1.5333
Pd -1.4791 1.1403 0.2806
C -1.4396 -6.3244 0.4533
H -0.0691 -5.0983 3.8376
H -3.4894 4.0980 -5.0633
H 2.5864 -0.9320 -4.0269
H -4.2689 -0.5551 -2.0814
H -3.0626 1.3769 -2.2586
C 0.3755 3.2967 -1.4094
C 1.0301 -4.2645 -5.9590
C -0.0579 -4.0431 4.1108
C -3.7163 -0.9028 1.9297
C 4.1180 0.0620 0.0630
H -6.2732 2.3058 -0.5056
O 6.4948 2.7181 3.5640
H 4.5514 0.1626 -4.8460
H 0.7154 -5.3023 -6.0687
H 4.3262 -1.1186 3.4498
H 3.8406 2.6770 3.9878
C -2.3237 0.1073 6.4545
H -0.1225 0.6070 -1.0953
C -2.6036 -0.7319 -3.4898
H -5.8337 3.5951 -4.4600
H 0.6492 4.6934 -3.7879
O 0.7411 -3.1837 -1.4084
H 2.1448 -0.0585 -5.3291
B 0.2185 -0.2292 -0.5049
H -2.3683 2.1297 6.0003
H 1.4439 0.4769 -2.5948
C 5.6117 1.7205 2.9621
O -3.1960 2.5157 0.9290
H -0.6152 -0.9131 -0.5428
C 2.4555 0.1154 -4.2989
H -0.1153 3.3192 3.6786
H -3.2920 0.9324 4.2586
C -1.8461 1.2493 5.6258
C 1.2995 -3.5130 -0.1801
C -5.4426 1.9589 0.1092
H 0.3265 0.0937 0.5190
H -2.0963 -1.6357 1.2081
H -2.8729 -1.2214 -1.3845
H 0.4164 2.0116 -4.4483
H 1.7411 -2.6075 0.2359
H -2.2378 -3.7883 3.8390
H 4.6988 -4.2151 3.1791
C 1.7261 2.9579 -0.7631
H 1.6853 -3.9586 -6.7746
H -1.2994 6.4809 -0.4528
H 0.2957 -2.3740 -1.1485
H 1.6465 3.5337 3.5971
H 4.3666 1.1076 4.6909
H -2.3126 6.4547 2.4861
H -0.9971 0.9074 3.3137
H 0.1052 -3.6950 -6.0507
O 5.6674 -2.1314 4.4992
H 4.1568 1.1039 -3.4116
H -3.9951 -2.9174 1.3528
H -3.4002 0.0045 6.3184
H 1.7721 -5.5446 -0.7715
C 3.8170 0.8421 -4.4136
H -1.8660 -8.3690 0.9283
H -2.0505 4.2018 1.7891
H -4.9435 1.1627 -0.4432
C -2.1841 6.0821 1.4699
H -1.6236 -4.0735 1.7268
H -4.7654 -1.8057 0.1713
C -3.1843 -0.4467 -2.0852
H -1.9023 2.6670 -4.3101
H 3.5380 -3.4984 4.2937
H 0.8308 3.8209 2.2453
C 1.6507 -4.0810 -4.6408
C -1.3102 -7.5118 1.3083
H 5.4649 -2.0441 2.4850
O 3.1988 -0.3806 0.9314
H -2.1604 0.2388 7.5241
H 3.8869 1.0344 -0.3718
H -5.4025 2.9086 -2.9290
H -5.1506 1.9923 -4.4137
H 1.7110 -3.0300 -4.3584
H 2.0110 3.8127 -0.1496
H 2.9673 -4.3640 -1.2383
H -2.5736 7.5422 -0.1503
H 1.0273 0.9219 3.5429
H 6.2352 -2.8938 4.3649
H -3.5640 -1.0469 2.9994
C 2.2850 -4.6435 -0.4355
H -1.8315 -0.8501 6.2835
C 4.0975 -3.3271 3.3741
H -3.2969 -0.2571 -4.1841
H 2.4248 -0.6359 0.4242
H 4.9970 0.1457 0.7021
C -1.3003 -3.3595 3.4850
H 5.9459 0.6849 2.8991
O 1.4573 0.7921 -3.5015
H 0.5462 -3.7305 0.5770
C -1.7150 7.0923 0.3482
H 1.4667 3.1240 -6.2091
C -3.5867 3.5841 -4.1069
H -3.3702 -6.1496 0.2076
H -5.8909 1.4166 0.9417
C 0.5847 3.4959 -5.6877
H 1.7586 1.9917 -0.2595
C 0.7766 3.1252 3.0827
H -0.2771 -7.8586 1.3317
H 0.3595 4.3685 -1.6076
H 0.9156 -3.6657 3.7980
H 1.1985 -0.5813 -0.7878
H 2.5549 3.0448 -1.4657
H -1.2633 -2.3645 3.9286
C 0.7223 1.5704 2.7216
H -0.7385 3.8983 0.1198
H 5.1736 -0.7842 -1.6551
O -0.1586 2.5126 -5.0313
C 1.3024 4.3901 -4.6061
C 4.2645 1.6949 3.7784
H 0.0988 2.7873 -2.3325
O -1.2824 -3.2301 2.0331
H -0.6700 -5.5751 0.6383
O 0.7335 -4.6544 -3.6462
O -0.6347 1.2038 2.4756
O -2.5203 -0.7752 1.1726
H -0.7589 1.3044 5.5711
H 4.6545 -1.9898 -0.5855
C 4.8436 -2.0754 3.3801
O -2.7063 2.5355 -3.8023
H -3.5335 4.3196 -3.3042
O -2.6772 -5.6815 0.6790
O -2.7443 0.7721 -1.5845
H 0.8728 -4.1267 -2.8564
H 2.6322 -4.5534 -4.6015
H -4.3602 3.6083 -0.3207
H -0.1328 3.9423 -6.3761
C -4.5237 -1.9733 1.2209
H 2.1757 3.9781 -4.1004
H -1.7295 -7.4750 2.3138
O -2.3424 0.8749 4.3875
H -0.0472 -4.0858 5.1999
H -1.3446 -6.5674 -0.6050
C -5.0779 2.9838 -3.9669
O -0.6140 3.1024 -0.4023
H 7.2286 2.2585 3.9786
H -4.3546 -0.0223 1.8560
H 1.6199 5.3177 -5.0822
H 2.9110 -4.8486 0.4329
H 5.4194 2.0983 1.9579
H 3.4835 1.2858 3.1375
H -2.5724 -1.7659 -3.8333
H 3.4360 -1.1284 -1.5656
H -3.1868 5.7554 1.1941
H -4.9457 3.6695 1.3246
H 3.4609 -3.4132 2.4935
C 4.3500 -1.0210 -0.9815
C -4.4729 3.0186 0.5891
H -5.4566 -2.1445 1.7580
*
```

Results of the Mulliken charge analysis, in e, for atoms 1 through 4:
1 H -0.037
2 H 0.278
3 H 0.294
4 H -0.955

[2]
A cluster of 17 separate species, C34H107N5O24 in total in a non-equilibrium geometry, computed with ωB97M-V/def2-TZVPD.

As for the HOMO energy: -9.05 eV.

Structure (ORCA input):
```
! wB97M-V def2-TZVPD RIJCOSX def2/J DEFGRID3
* xyz 0 1
O 21.7016 3.9869 31.8494
C 17.7394 -1.0893 25.7444
C 16.6728 9.7237 26.0527
H 10.3649 6.4569 32.7611
H 17.6382 -0.0042 25.7609
O 12.1234 -6.0452 26.2340
H 14.4459 1.6226 38.2591
H 13.2407 -0.8622 37.4148
C 7.7852 4.8729 18.6734
C 9.7432 -6.4994 36.0440
O 1.6114 -1.2470 35.9905
O 13.6374 1.1366 38.0811
H 1.7012 6.7801 28.4995
H -0.1950 -1.6738 35.2449
H 3.5785 -1.3398 27.2830
H 6.5387 3.3324 21.0346
H 9.9013 -8.6125 30.7462
H 16.0389 8.2178 23.9199
H 3.8328 0.5103 35.2383
H 10.8050 6.8415 34.8683
O 5.7009 10.5150 24.4480
H 0.2053 8.3322 28.8074
H 16.3979 0.6099 35.3373
H 14.4257 10.0482 24.5343
H 1.8219 -1.7974 33.9476
H 16.9258 -6.4331 31.8455
C 12.9243 6.5287 34.9153
C 1.4836 5.8213 30.3827
H 21.1724 3.5895 32.5449
O 9.8121 -7.6826 30.9552
C 16.7528 7.8048 24.6325
H 2.1136 4.9754 30.1078
H 13.7721 11.3343 25.2029
H 6.8109 2.1646 19.6595
C 2.2469 -1.9706 34.9363
H 9.9317 1.5195 22.1905
C 0.3561 -0.8432 35.6859
C 14.0934 -0.2120 37.6104
H 15.2606 11.0850 27.0265
H 10.2852 -7.2329 30.2551
H 1.2495 6.8217 32.1519
C 21.0655 -4.7017 35.2575
O 18.7553 3.3457 31.1781
H 7.1769 4.7735 17.7744
H 0.4827 -0.0143 34.9896
O 9.7084 -5.5505 35.0045
H 17.1849 9.9464 26.9888
O 6.2400 7.6928 31.8073
H 21.0715 -3.6286 35.4488
H 13.9295 8.5334 25.7881
N 4.3952 -2.6007 34.0357
H 19.3424 4.4791 29.5821
C 11.4848 6.1396 34.3852
H 7.6907 10.4795 24.9734
H 16.0931 -1.1514 24.2799
N 12.2124 2.2138 29.0590
H 16.5854 -5.0858 32.7995
H 14.2777 8.5600 27.4840
C 20.8050 4.7782 31.1082
H 2.0865 -2.9989 35.2603
H 17.7196 7.9672 24.1560
O 1.8115 6.1555 31.7494
O 16.8821 8.2893 25.9500
H 10.9731 6.4702 18.9098
H 7.8882 -6.0368 37.0034
H 14.7038 -0.8612 38.2382
H 7.2739 -6.9607 34.8957
O 10.5364 1.2132 22.8664
H 13.2333 9.7840 26.7685
H 14.3644 0.9675 35.6750
C 15.2489 10.2792 26.2927
H 17.5392 -1.8990 23.7553
O 0.2780 7.8192 29.6156
C 8.7840 3.3585 27.4318
O 7.5597 -7.5319 35.6124
H 8.7638 13.8304 24.4106
H 16.0187 -3.2991 24.1081
C 6.7664 3.2067 19.9761
H 18.6076 -4.1472 33.9290
C 19.8079 3.8515 30.3420
C 16.9457 -1.7196 24.6517
H 11.9932 2.7997 28.2660
H 7.9559 6.6137 17.3406
O 11.2823 6.2575 32.9619
H 22.1235 -4.9500 35.3422
H 20.9779 -4.4883 32.0732
O 19.0882 -1.4670 25.8288
H -0.2953 -0.5044 36.4915
H 10.4644 1.8632 23.5653
O 8.0008 3.5879 19.2692
C 8.3882 -6.9090 36.5822
C 14.7957 0.1557 36.2607
H 18.6083 -5.7051 34.6941
H 8.9017 4.1868 26.7331
O 16.1564 0.6127 36.2664
H 10.3417 -6.1109 36.8680
H 11.7459 -6.2288 25.3738
C 14.1457 9.2073 26.6171
H 11.6124 2.6443 29.7480
O 16.4198 -3.0059 24.9296
H 17.2053 10.1739 25.2149
H 9.6801 4.6958 17.6017
H 14.7279 -0.7390 35.6419
H 0.5091 5.3478 30.5025
H 12.8550 -5.4547 26.0540
H 20.4469 -5.0395 36.0890
O 18.5843 -5.5858 32.6730
H 2.2629 7.7300 29.8114
H 17.2499 -1.2912 26.6971
H 10.7094 5.0518 19.8095
H 8.4586 3.8020 28.3728
C 10.0600 1.5343 28.2119
H 5.3796 -2.4367 33.8801
H 16.8791 -6.4197 33.7155
N 14.6643 10.8909 25.0373
H 19.3603 -1.9274 25.0316
H 10.9911 5.3093 34.8901
H 8.3719 -7.7180 37.3125
H 8.0783 2.6376 27.0188
O 4.0358 -1.4670 28.1142
C 9.1939 5.4349 18.2384
H 9.1821 7.3913 17.8805
H 5.9768 8.5492 32.1443
H 10.1324 -7.4458 35.6687
H 5.8965 3.6587 19.4997
H 21.5010 5.3166 30.4649
H 11.1653 0.0797 30.4519
H 13.6207 6.1275 34.1791
C 6.8365 11.1545 25.0272
H 9.3658 -6.1649 34.3513
H 20.2004 -3.4376 32.9797
C 17.2246 -5.9686 32.7853
H 5.6655 10.5577 23.4896
H 13.1787 6.1904 35.9198
H 16.6904 6.7185 24.5671
H 20.9705 -6.0381 33.4708
H 20.3307 3.0176 29.8736
C 4.2107 -0.2604 34.5665
N 8.9639 6.5536 17.3601
H 5.2858 -0.1913 34.4002
C 7.4080 12.4340 24.2097
H 20.2256 5.4881 31.6986
H 9.6847 1.6279 29.2309
N 20.9825 -4.0764 32.9954
H 3.9104 -2.3792 33.1778
H 17.9133 3.4497 30.7288
H 5.4690 7.1391 31.9307
H 9.7199 6.5408 20.0907
H 7.6434 12.1624 23.1806
H 6.7885 13.3307 24.1985
C 3.7507 -1.7203 34.9781
H 6.6656 11.3750 26.0809
C 1.4530 7.0598 29.5233
H 7.2501 5.4583 19.4212
O 8.6224 12.9359 24.7289
C 10.1696 5.8796 19.3498
C 20.5676 -5.1323 33.9238
H 3.7923 -0.0210 33.5889
O 10.0311 2.7045 27.4273
H 12.4150 8.1257 35.6886
C 11.6465 -0.0289 29.4799
O 13.1145 7.8963 35.0724
H 11.2162 -0.9614 29.1145
H 4.9514 -1.5964 27.8670
C 11.5008 1.1217 28.5298
H 4.2268 -1.8765 35.9461
C 19.0674 -5.1346 33.8867
H 11.9783 0.9453 27.5659
H 9.5111 0.7120 27.7531
H 12.6884 -0.1981 29.7518
*
```

Results of the Mulliken charge analysis, in e, for atoms 1 through 4:
1 O -0.519
2 C -0.239
3 C -0.748
4 H 0.302

[3]
A structure of composition C34H19BrF12N2O8Pb, computed with ωB97M-V/def2-TZVPD.

As for the HOMO energy (spin up / spin down): -3.39 / -3.39 eV. The calculation puts the energy relative to the best compared isomer or geometry (same formula, charge and spin) at 130.4 kJ/mol.

Structure (ORCA input):
```
! wB97M-V def2-TZVPD RIJCOSX def2/J DEFGRID3
* xyz -2 1
H -3.5525 2.9624 -3.7342
H 0.4297 2.3573 -5.2170
C 0.2451 3.4422 -3.3822
C -0.2533 2.7660 -4.4842
C 1.8433 1.8980 2.3214
H 4.8233 -1.5050 4.7040
C 1.1711 -1.9889 2.3052
O -2.4012 0.8464 2.2190
C -1.0255 0.0122 -2.3652
C 4.6417 -2.0024 3.7498
F 1.0323 1.4931 4.5497
C -0.6388 3.9143 -2.4242
H 5.4638 -1.7358 3.0835
F 1.3656 3.5488 4.0228
F -4.6726 0.5061 0.5130
O -1.7040 -0.6197 -3.1772
C -1.0387 -2.7812 -1.0669
F -3.3348 -2.5150 3.0105
C 2.2849 -1.7649 -2.9037
H 4.6586 -3.0794 3.9050
H -3.4179 -2.4874 -2.9493
N 1.1717 0.2778 -1.3110
O -1.4624 0.8621 -1.5320
C 2.4332 -0.1290 -1.1595
F -1.5905 -1.4037 3.5960
C 1.8272 2.3190 3.8477
O 3.2200 -3.8951 -2.9664
F 2.9634 2.5188 0.3056
H 3.9191 0.4824 3.2501
C -3.0245 4.1209 -1.4358
O -2.6669 3.9067 -0.2442
C -0.2949 -2.0935 -0.1430
H 2.4369 -3.5000 3.1172
F 3.0444 2.2759 4.4508
H -4.1822 -3.6144 -1.8165
C -2.3509 -1.1040 0.7967
C 0.4632 -0.3173 -2.2767
C 0.9871 -0.6139 1.9674
H -0.5343 -3.3720 -1.8195
O 0.7869 2.4284 1.7399
H 4.0266 -1.4678 -1.6809
C 2.3272 -2.4525 2.8704
H 0.7856 -2.1161 -0.1896
C -2.8749 -1.2656 3.2209
C -2.9820 -0.3284 1.9699
C 3.3432 -1.5495 3.1582
C 1.9947 0.3398 2.3630
C 0.9921 -1.3032 -3.1039
C -2.4195 -2.6233 -1.1003
F 4.3220 2.1107 1.9158
H 1.3081 3.5800 -3.2476
N -0.1455 -0.2522 1.3494
C 3.1354 -0.1861 2.9361
C 3.0840 2.5924 1.6258
H -2.0230 2.0614 -5.4720
C 3.0172 -1.1417 -1.8948
C -3.0522 -1.8446 -0.1210
H 3.0018 0.3615 -0.3777
H -4.1318 -1.8259 -0.1138
Br 0.1246 4.7978 -0.9163
C -2.4823 3.0928 -3.6540
C -4.4998 -0.0608 1.7088
C -1.6255 2.5997 -4.6213
O 2.9572 -2.7854 -4.9099
H -2.6849 -4.0663 -2.6641
F -5.0138 0.7562 2.6237
F 3.1200 3.8890 1.9623
C -3.2244 -3.2490 -2.1888
F -5.2703 -1.1801 1.7338
H 0.3444 -2.6634 2.1489
F -3.5364 -0.7801 4.2753
C 2.8781 -2.9281 -3.6792
Pb -1.1755 2.0818 0.5004
C -0.9223 -1.1690 0.7357
H 0.3512 -1.7343 -3.8605
O -4.1072 4.5553 -1.8362
C -2.0086 3.7384 -2.5128
*
```

Results of the Mulliken charge analysis, in e, for atoms 1 through 4:
1 H 0.414
2 H 0.388
3 C -0.588
4 C -0.311

[4]
A structure of composition C34H20F20GeO5SSeSm in a non-equilibrium geometry, computed with ωB97M-V/def2-TZVPD.

As for the HOMO energy (spin up / spin down): -10.53 / -10.51 eV.

Structure (ORCA input):
```
! wB97M-V def2-TZVPD RIJCOSX def2/J DEFGRID3
* xyz 1 6
Se -2.9995 0.0408 3.5865
F 2.8208 -2.7907 -1.7079
C 2.8515 -1.4105 -5.6201
H 2.0649 0.7621 2.2633
C 1.1455 -0.4292 3.8562
C -3.2946 0.5010 -0.7322
F 2.8316 -0.9762 -6.8748
H 1.9517 1.6128 3.9107
F -3.3083 0.5352 -5.8972
C 1.4708 0.9137 3.1946
C -1.5447 1.7938 -4.8711
C -2.3550 -0.8522 5.0636
F -2.3122 -2.9863 3.9937
H -3.6061 -2.1952 0.0478
C -0.9788 2.9111 1.1662
H 1.6178 -3.1153 3.0554
F 5.4829 4.0743 -2.3757
C 2.7881 -2.2605 -2.9228
C 2.4642 -0.5429 -4.6030
C 0.6015 -2.6962 2.9857
C -2.2975 0.6070 -5.0119
C -0.5626 1.7626 -3.9011
H -0.7646 3.6034 0.3278
F 3.8860 6.1109 -1.6959
C -1.0965 -0.4575 -3.2447
C -1.9506 -0.1673 6.2600
H -1.6981 3.3423 1.8987
H -0.6998 -2.5448 -0.7795
C 0.3387 2.5450 1.7482
Ge 1.4829 0.4512 -2.1008
F 3.4300 -4.3605 -3.7416
C 3.1259 -3.1065 -3.9752
C 2.4206 -0.9064 -3.2468
O -2.3393 -0.5530 -0.4787
C -0.2688 0.6608 -3.0780
C 4.2223 3.8086 -2.1940
C 3.2119 -2.6949 -5.3218
F 0.3293 3.0993 -1.2761
H 0.4578 -0.3509 4.7593
F 1.2945 5.6191 -1.0744
C 0.0683 -3.1866 1.6071
O -1.2298 -2.5457 1.2506
H -1.9446 1.9985 -1.4609
F -2.7100 -1.6586 -4.3302
C -1.7585 -2.2583 7.4843
F -1.3069 -0.1120 8.4605
O 0.2285 1.5502 2.8238
Sm -1.0205 -0.1971 1.4912
F 1.9719 0.6541 -5.0009
C -1.9160 -2.9398 6.2780
H 2.1201 -0.8651 4.2280
S 1.2590 -0.1448 -0.0396
F -1.9360 2.9036 -5.4669
F -1.9106 1.1869 6.2861
C 3.4009 4.8609 -1.8619
F 0.1145 2.9197 -3.8048
H 0.9978 2.0982 1.0144
H -3.2984 2.6483 -0.5586
O -1.6964 1.7595 0.5451
H -1.6818 -3.8601 -0.3985
C -1.5092 -2.8081 -0.1745
O 0.5976 -1.2667 2.8153
C -2.1241 -0.4775 -4.1609
H -4.1654 0.4376 -0.0917
F -0.7882 -1.5904 -2.6659
H 0.6742 3.5125 2.1507
C -2.1962 -2.2352 5.1172
H -0.0322 -2.8730 3.8106
F 3.5335 -3.5705 -6.2416
C -2.5674 1.8658 -0.5811
C 2.3783 2.2170 -2.1335
C 3.6803 2.5130 -2.4186
C -2.7647 -1.9828 -0.6265
F -1.5013 -2.9979 8.5300
F 4.5435 1.5546 -2.8600
H -3.7545 0.3059 -1.7543
C 1.6410 3.3040 -1.6270
C 2.0688 4.6105 -1.5098
C -1.7745 -0.8349 7.4575
H -0.0226 -4.2914 1.6134
F -1.7030 -4.2600 6.2873
H 0.7313 -2.9490 0.7899
H -2.9107 -2.3532 -1.6656
*
```

Results of the Mulliken charge analysis, in e, for atoms 1 through 4:
1 Se -0.205
2 F -0.319
3 C 0.328
4 H 0.321

| no. | energy (hartree) |
| --- | --- |
| 1 | -2789.78831 |
| 2 | -3438.59929 |
| 3 | -5983.91606 |
| 4 | -9215.32429 |